2 unconnected molecules or ions with the total composition CH2Cl2OSi at a distorted geometry, computed with ωB97M-V/def2-TZVPD.

Cartesian coordinates (Å):
1 C -1.493 0.482 0.409
2 O -1.593 1.568 0.862
3 Si 0.933 -0.510 -0.258
4 Cl 1.313 -0.412 -2.222
5 Cl 1.986 0.907 0.716
6 H -2.322 -0.210 0.202
7 H 1.176 -1.825 0.292

HOMO ... -8.354 eV
ΔE to the lowest compared entry with this formula, charge and spin ... 26.3 kcal per mole
Strongest force on any atom ... 3.57 eV/A
E_LUMO ... 0.0031 Ha
Multiplicity ... 1
HOMO-LUMO gap ... 8.44 eV
DFT total energy ... -36039.53801 eV